No. 1
Below is a structure of composition C7H12FN2S, with properties calculated with ωB97M-V with the def2-TZVPD basis set.

Structure (XYZ):
```
23
Properties=species:S:1:pos:R:3:forces:R:3
C -2.294793 -0.596044 -0.539238 1.2 -0.4 0.4
C 2.454745 -1.687522 -0.477101 0.1 -0.2 0.0
C -1.420197 1.123962 0.843457 0.4 0.2 0.1
C -0.757200 -0.034413 1.576379 -0.2 0.0 -0.4
C 2.469189 -0.310720 0.158674 0.1 0.3 -0.2
C 1.359026 -1.250206 0.384983 -1.5 0.4 -0.3
C 2.265596 0.924602 -0.703498 0.4 0.2 0.2
N -2.436241 0.603338 -0.054220 -0.7 0.6 -0.2
N -3.095548 -1.153266 -1.405769 -0.6 0.2 -0.4
F 1.004674 0.931103 -1.257122 -0.6 -0.1 -0.3
S -0.302827 -1.381086 0.418337 1.2 -0.4 0.7
H 2.285716 -1.769923 -1.542509 -0.1 0.1 -0.1
H 3.131129 -2.439179 -0.096016 0.1 0.0 0.2
H -1.886076 1.795093 1.568662 0.0 -0.1 0.0
H -0.681743 1.692198 0.268361 -0.1 0.0 0.1
H 0.133219 0.284597 2.111071 0.0 -0.1 0.0
H -1.464325 -0.488059 2.271111 0.0 -0.1 0.0
H 3.159854 -0.137976 0.975849 0.0 -0.2 0.1
H 2.976647 0.943238 -1.536787 0.0 0.0 0.2
H 2.357174 1.843583 -0.114762 0.1 -0.2 0.0
H -3.177001 1.247096 -0.328083 0.0 -0.1 0.0
H -2.911215 -2.092809 -1.720794 0.0 0.1 0.0
H -3.911175 -0.690668 -1.801861 0.1 -0.1 0.0
```
Forces are in eV/Å.

HOMO level (alpha / beta)   -0.44448 / -0.44437 hartree
Orbital gap (alpha / beta)   7.9 / 7.9 eV
Relative energy (zero: lowest compared OMol25 entry of this formula, charge and spin)   0.942 eV
Net charge   +1

Here are the natural (NBO) charges for atoms 1 to 5, given in e: 0.2756 -0.4412 -0.2240 -0.5438 -0.3199

***

No. 2
Below is a structure of composition C47H47N5O2PSe2Si2Tl, with properties calculated with ωB97M-V with the def2-TZVPD basis set.

Structure (XYZ):
```
107
Properties=species:S:1:pos:R:3:forces:R:3
Tl -0.494797 0.346209 0.095415 -0.1 -0.3 -0.5
O 4.113020 2.649144 5.890217 -0.2 0.6 0.2
C 4.229957 1.554671 5.326342 -0.5 -0.2 -0.4
O 5.030046 0.635742 5.535752 0.4 -0.5 -0.1
C 3.195884 1.287491 4.171496 0.2 0.1 0.2
C 2.118223 2.133110 3.961838 0.0 -0.1 -0.1
C 1.217247 1.859862 2.932681 0.7 -0.3 0.3
N 1.343650 0.797299 2.141496 0.0 0.0 -0.1
C 2.387034 -0.014472 2.318821 0.1 0.4 0.4
C 3.331131 0.201300 3.323184 -0.1 0.1 0.0
C 2.497225 -1.162163 1.402078 0.3 -0.6 -0.3
C 3.675024 -1.903256 1.289814 -0.3 0.0 0.2
C 3.725531 -2.968402 0.410586 -0.2 0.0 -0.1
C 2.610618 -3.253695 -0.359301 0.1 0.0 0.2
C 1.481319 -2.466411 -0.190608 0.2 -0.2 -0.2
N 1.426937 -1.464163 0.667796 -0.1 0.1 0.2
C 0.086154 2.764788 2.676000 -0.4 0.5 0.1
C 0.188924 4.123192 2.992291 0.0 0.0 -0.1
C -0.894751 4.951166 2.778887 0.0 -0.1 -0.1
C -2.050584 4.409417 2.237127 0.0 0.0 0.0
C -2.050120 3.060411 1.925534 -0.2 0.2 0.1
N -1.023655 2.256960 2.143697 0.2 -0.2 0.3
H 2.003259 2.969031 4.634442 0.0 0.1 0.0
H 4.169940 -0.457284 3.489652 0.0 -0.1 0.0
H 4.548900 -1.637362 1.859744 0.0 0.0 0.1
H 4.637413 -3.543280 0.307843 0.0 0.0 0.0
H 2.619731 -4.047267 -1.088802 0.0 -0.1 -0.1
H 0.583310 -2.632092 -0.766557 -0.1 0.0 0.0
H 1.116822 4.521443 3.372384 0.1 0.0 0.1
H -0.830893 6.004119 3.021662 0.0 0.0 0.0
H -2.922694 5.016329 2.040751 -0.1 0.0 0.0
H -2.917419 2.594471 1.485158 -0.2 0.0 -0.1
Se 2.431155 1.460653 -1.323887 0.0 -0.2 0.0
P 3.354485 0.086407 -2.693738 0.1 0.2 0.0
Se 2.234408 -1.389152 -3.757888 -0.2 -0.1 -0.1
C 4.813366 -0.733920 -1.933961 -0.3 0.2 0.0
C 5.413259 -1.791333 -2.602093 0.1 -0.1 -0.1
C 6.519682 -2.417965 -2.058581 0.1 -0.1 -0.1
C 7.031775 -1.988169 -0.843478 0.1 0.0 0.1
C 6.441885 -0.922716 -0.182583 0.2 0.0 0.1
C 5.328925 -0.300871 -0.722506 0.1 0.1 -0.1
C 4.165388 1.195380 -3.904651 -0.1 0.0 0.1
C 3.489385 1.544914 -5.063949 0.0 -0.1 -0.1
C 4.024422 2.485251 -5.924670 0.0 0.1 -0.1
C 5.234832 3.088678 -5.624509 0.1 0.1 -0.1
C 5.902917 2.752705 -4.457999 0.2 0.1 0.0
C 5.368578 1.815118 -3.596359 0.0 -0.1 0.0
H 4.997207 -2.117304 -3.546630 0.0 -0.1 0.0
H 6.983965 -3.242365 -2.585504 0.0 0.0 0.0
H 7.891341 -2.483103 -0.406909 0.0 0.0 0.0
H 6.849089 -0.577558 0.758778 0.0 0.0 0.1
H 4.851064 0.523368 -0.210204 -0.1 0.0 0.0
H 2.544287 1.064394 -5.281398 0.0 0.0 0.0
H 3.494049 2.753718 -6.829276 0.0 0.0 0.0
H 5.658089 3.825928 -6.293119 0.0 0.1 -0.1
H 6.841705 3.230169 -4.212455 0.1 0.0 0.0
H 5.877047 1.562391 -2.677100 0.1 0.0 0.1
C -3.900067 -2.897726 3.011043 0.5 0.2 -0.3
Si -2.479433 -2.301166 1.844179 -0.5 -0.1 0.0
C -1.533214 -3.887853 1.324460 -0.3 0.5 0.0
C -1.273004 -1.357499 2.991320 -0.4 -0.2 -0.4
C -3.277895 -1.401719 0.419832 -0.3 0.3 0.9
C -2.959615 -1.873007 -0.895589 -0.2 0.1 0.4
C -3.970897 -2.245625 -1.812379 0.0 0.0 -0.4
C -3.637037 -2.852635 -2.996354 -0.1 0.1 -0.1
C -2.291486 -3.023748 -3.314206 0.1 0.0 -0.1
C -1.356440 -2.543401 -2.416146 -0.1 -0.4 -0.6
N -1.659971 -2.011830 -1.245725 0.2 0.0 0.2
Si -4.611601 -0.125932 0.579264 0.2 -0.2 0.0
C -6.475517 -0.579100 0.292313 0.6 0.0 0.0
C -4.277100 1.265376 -0.703251 -0.1 -0.3 0.4
C -4.664643 0.665180 2.322952 0.1 -0.3 -0.5
H -3.512853 -3.407046 3.890116 0.1 -0.1 0.2
H -4.584331 -3.573184 2.503899 -0.1 -0.1 -0.2
H -4.479982 -2.045472 3.347600 -0.1 0.2 0.1
H -1.608698 -4.677653 2.067858 -0.1 0.0 0.3
H -0.482788 -3.659111 1.188096 0.3 0.0 0.0
H -1.901745 -4.283174 0.384797 -0.1 -0.1 -0.3
H -0.622323 -2.036095 3.536189 0.1 -0.2 0.1
H -1.798427 -0.746021 3.716760 -0.2 0.2 0.2
H -0.629687 -0.697566 2.417186 0.1 0.1 0.1
H -5.005196 -2.105896 -1.533470 -0.1 -0.1 0.1
H -4.407771 -3.203953 -3.675610 0.0 0.0 0.0
H -1.977105 -3.492751 -4.232195 0.1 0.0 -0.2
H -0.306215 -2.580911 -2.682649 0.1 0.0 0.1
H -6.707464 -0.699637 -0.763149 0.0 0.0 -0.2
H -7.131092 0.194549 0.688440 -0.1 0.2 0.1
H -6.730392 -1.506664 0.797114 0.0 -0.2 0.1
H -4.388891 0.874880 -1.710724 0.0 -0.1 -0.2
H -3.251995 1.617915 -0.615104 0.2 0.1 0.0
H -4.942972 2.120446 -0.609259 -0.2 0.2 0.1
H -5.267541 0.070179 3.002985 -0.1 -0.2 0.1
H -5.100854 1.660568 2.291075 -0.1 0.2 -0.1
H -3.671975 0.736440 2.748017 0.3 0.1 0.2
N -0.272892 3.093314 -0.543641 0.0 0.8 -0.4
C -0.621011 3.918465 -1.267668 0.4 -1.1 1.1
C -1.027573 4.958368 -2.116714 -0.4 1.3 -1.0
C -0.213860 5.330421 -3.197349 -0.2 -0.3 0.5
C -0.593759 6.375085 -4.009967 -0.2 0.3 -0.2
C -1.776692 7.065228 -3.769118 0.1 -0.2 0.1
C -2.580857 6.701912 -2.695121 -0.1 0.3 -0.2
C -2.217556 5.660943 -1.868837 0.4 -0.5 0.1
H 0.703811 4.788530 -3.371736 0.1 -0.1 0.0
H 0.034510 6.660064 -4.841092 0.1 0.0 -0.1
H -2.075741 7.876401 -4.417891 0.0 0.1 0.0
H -3.499315 7.240407 -2.505593 0.0 0.0 0.0
H -2.836378 5.374190 -1.030028 0.0 0.0 0.0
```
Forces are in eV/Å.

HOMO level   -0.06029 hartree
Orbital gap   5.1 eV
Net charge   -2

Here are the Löwdin charges for atoms 1 to 5, given in e: 0.7466 -0.0541 -0.7108 -0.0511 -0.0802

***

No. 3
Below is the molecule C19H21N3O5S, with properties calculated with ωB97M-V with the def2-TZVPD basis set.

Structure (XYZ):
```
49
Properties=species:S:1:pos:R:3:forces:R:3
C -3.971831 -0.872782 2.350691 0.0 -0.2 -0.1
C -4.001853 -1.881745 1.203981 0.2 0.2 0.4
N -4.645597 -1.363905 0.012267 -0.1 -0.2 -0.2
C -5.937994 -1.918938 -0.343870 -0.3 0.0 -0.2
C -7.056575 -1.462937 0.588553 0.2 -0.1 -0.2
C -4.188231 -0.315079 -0.711556 0.0 0.0 -0.1
O -4.849599 0.186651 -1.609831 -0.1 0.2 -0.2
C -2.836804 0.214911 -0.400371 0.6 0.2 -0.1
S -1.431681 -0.823925 -0.422253 -0.6 0.5 0.0
C -0.421521 0.540568 -0.188507 -0.4 -0.1 0.0
N 0.932179 0.405046 -0.116069 0.3 0.3 0.0
C 1.522571 -0.816549 -0.207513 0.0 -0.1 0.0
O 0.832342 -1.817819 -0.348546 0.4 0.0 0.0
C 2.998890 -0.855229 -0.130510 0.4 -0.3 0.0
C 3.597502 -2.105433 -0.268641 -0.3 0.2 0.0
C 4.974511 -2.276884 -0.218547 0.4 0.2 0.0
C 5.732637 -1.146443 -0.023290 -0.4 0.5 0.0
C 5.139850 0.113298 0.118140 0.1 -0.5 -0.1
C 3.782084 0.293673 0.069584 0.3 -0.1 0.0
O 6.118281 1.052496 0.301019 -0.5 0.1 0.0
C 7.342311 0.352393 0.267464 1.1 0.6 0.1
O 7.087225 -1.022918 0.066706 -0.3 -0.4 -0.1
C -1.110419 1.739551 -0.081847 0.2 -0.5 -0.1
C -0.342414 2.966210 0.163810 -0.2 0.0 0.0
N -1.013585 4.109810 0.404629 -0.1 0.3 0.0
O 0.890877 2.973890 0.176624 0.3 0.1 0.0
C -2.519158 1.536956 -0.243994 -0.3 -0.4 0.0
C -3.567476 2.605510 -0.245703 -0.1 -0.1 0.0
H -3.358205 -0.015163 2.088514 0.1 0.1 0.0
H -4.974522 -0.521336 2.580337 -0.1 0.0 0.0
H -3.552508 -1.340552 3.237623 0.1 0.0 0.1
H -4.564798 -2.764334 1.513626 0.1 0.0 -0.1
H -2.983315 -2.204026 0.972281 -0.2 -0.1 0.1
H -5.860586 -3.010690 -0.338477 0.0 0.1 0.0
H -6.154436 -1.583369 -1.360166 0.0 -0.2 0.1
H -6.886508 -1.807723 1.606120 0.0 0.0 0.1
H -8.005841 -1.864159 0.243686 -0.1 0.0 0.0
H -7.118922 -0.377568 0.588670 0.0 0.1 0.0
H 1.405593 1.312342 -0.001374 -0.1 -0.3 0.0
H 2.951850 -2.956598 -0.420122 0.0 0.0 0.0
H 5.432348 -3.245249 -0.327150 0.1 -0.1 0.0
H 3.368984 1.281599 0.184407 -0.1 0.2 0.0
H 7.875406 0.491959 1.221283 -0.2 -0.1 -0.2
H 7.965745 0.734815 -0.556345 -0.2 -0.1 0.1
H -2.013453 4.162045 0.428489 0.0 0.0 0.0
H -0.467303 4.938462 0.571374 0.0 -0.1 0.0
H -3.710317 3.025337 0.752165 0.0 0.1 0.0
H -4.510896 2.177619 -0.572552 0.0 0.1 0.0
H -3.308417 3.396145 -0.948694 -0.1 0.1 0.0
```
Forces are in eV/Å.

HOMO level   -0.29526 hartree
SMILES   CCN(CC)C(=O)c1sc(NC(=O)c2ccc3c(c2)OCO3)c(C(N)=O)c1C
Orbital gap   8.3 eV
Relative energy (zero: lowest compared OMol25 entry of this formula, charge and spin)   0.154 eV
Net charge   0

Here are the natural (NBO) charges for atoms 1 to 5, given in e: -0.6199 -0.2164 -0.4334 -0.2155 -0.6169

***

No. 4
Below is a cluster of 4 separate species, CH9O4 in total, with properties calculated with ωB97M-V with the def2-TZVPD basis set.

Structure (XYZ):
```
14
Properties=species:S:1:pos:R:3:forces:R:3
C -1.749165 0.021467 1.559494 -0.6 0.8 1.0
O -2.396517 0.808816 0.574809 0.9 -0.7 -0.9
H -1.481233 -1.005629 1.323188 -0.1 0.0 -0.7
H -0.855260 0.509742 1.952531 0.3 0.0 -0.2
H -2.446556 -0.003310 2.409920 0.0 -0.2 0.0
H 4.283591 -0.347652 -0.852082 -0.6 0.0 0.3
H 2.838227 -0.200721 -0.235113 -0.5 0.1 -0.3
O 3.772120 -0.366650 -0.030394 0.8 -0.1 0.0
H 0.227540 -0.124196 -1.006622 -0.5 -0.2 0.2
H 1.004589 1.152274 -0.876448 0.2 0.9 -0.2
O 0.949619 0.331840 -0.405266 0.4 -0.7 -0.1
H -1.947984 0.600929 -0.293997 -0.4 -0.2 0.5
H -1.108205 -0.918408 -2.469027 -0.1 -0.5 -1.0
O -1.090760 -0.458502 -1.650996 0.2 0.8 1.2
```
Forces are in eV/Å.

HOMO level   -0.15701 hartree
Orbital gap   8.2 eV
Relative energy (zero: lowest compared OMol25 entry of this formula, charge and spin)   0.485 eV
Net charge   -1

Here are the natural (NBO) charges for atoms 1 to 5, given in e: -0.2345 -0.7780 0.1723 0.1538 0.1346

***

In the order shown, the computed F_max values come out to 1.54 1.70 1.28 1.47 eV Å⁻¹.
In the order shown, the computed E_tot values come out to -23977.0048 -221483.9886 -45588.1667 -9373.6997 eV.